(1)
Computed, not measured: 3 unconnected molecules or ions with the total composition C23H34BBrN2O9 in a non-equilibrium geometry, with the ωB97M-V functional and the def2-TZVPD basis.

Structure (XYZ):
```
70
Properties=species:S:1:pos:R:3
C -6.01230 -0.25256 1.45672
C -5.55063 -0.96959 0.61855
C -5.01509 -1.96645 -0.30897
C -3.88260 -2.78500 0.38128
C -2.49491 -2.73902 -0.29091
C -1.43708 -1.87940 0.42212
B -1.17648 -2.33162 1.93104
N -1.11619 -1.41889 3.02391
O -0.99351 -3.70482 2.14765
C -1.88722 -0.38931 0.20625
O -2.46249 0.24250 1.30921
C -2.61289 1.65347 1.19771
C -3.53724 2.11161 0.06941
N -0.87265 0.33583 -0.57259
C -0.10767 -0.62227 -1.23536
O 0.48514 -0.40887 -2.26608
C -0.10479 -1.90080 -0.39719
C 1.25186 -1.79002 0.36998
C 1.52421 -0.48294 1.06528
O 1.48138 -0.33943 2.25950
C 0.08397 -3.05710 -1.41687
C 0.40096 -4.41209 -0.83224
O -0.39446 -5.24152 -0.54432
Br 2.30814 -4.88250 -0.60721
H -6.10385 0.37495 2.31237
H -5.84044 -2.60519 -0.60891
H -4.61194 -1.43171 -1.16773
H -4.20271 -3.82576 0.34682
H -3.86844 -2.50984 1.43390
H -2.12035 -3.76100 -0.30636
H -2.62026 -2.46452 -1.33919
H -0.76522 -1.87937 3.85643
H -2.01417 -1.00547 3.24311
H -1.81775 -4.16109 1.95017
H -2.72273 -0.46898 -0.50421
H -1.66953 2.18954 1.16181
H -3.08441 1.96270 2.12928
H -4.58065 2.03696 0.35063
H -3.36193 1.59991 -0.87506
H -3.31538 3.16348 -0.11445
H -1.25793 0.92912 -1.29814
H 2.02672 -1.87412 -0.39431
H 1.42734 -2.61553 1.05565
H 1.82954 0.38098 0.44985
H 0.93372 -2.78509 -2.03883
H -0.75158 -3.16436 -2.09960
O -0.80991 4.96719 -0.21096
C 0.19848 4.51753 0.25024
C 1.57926 5.14551 0.25990
C 2.47445 3.95488 0.60072
C 1.54499 3.08241 1.42701
O 0.23310 3.32034 0.88171
H 1.60840 5.91797 1.02984
H 1.80533 5.58019 -0.70925
H 3.38984 4.22116 1.12390
H 2.75340 3.42825 -0.31187
H 1.53661 3.35274 2.48464
H 1.77576 2.02730 1.34347
O 5.78278 2.52568 -0.08420
C 5.43542 1.79020 -0.95885
C 6.02756 0.44297 -1.32766
C 5.44424 0.19350 -2.71796
C 4.12502 0.95149 -2.64638
O 4.37880 2.06194 -1.76326
H 5.68671 -0.29575 -0.60058
H 7.11231 0.49009 -1.32666
H 5.31949 -0.85794 -2.96817
H 6.08987 0.64450 -3.47261
H 3.31863 0.34875 -2.22175
H 3.80394 1.33430 -3.61140
```

* SMILES: C#CCCC[C@]1(B(N)O)[C@@H](OCC)NC(=O)[C@]1(CC=O)CC(=O)Br.O=C1CCCO1.O=C1CCCO1
* electronic energy: -4282.36723 hartree
* 2S+1: 1
* max |F|: 2.25 eV/Å
* total charge: 0

Results of the Mulliken charge analysis, in e, for atoms 1 through 4: -0.1501 -0.4149 -0.6392 -1.1320


(2)
Computed, not measured: a molecular structure, C23H34Br3F6IrNO8S2Si in a non-equilibrium geometry, with the ωB97M-V functional and the def2-TZVPD basis.

Structure (XYZ):
```
79
Properties=species:S:1:pos:R:3
Ir -1.24575 0.02984 -1.92386
Br -1.95251 -2.20309 -2.81026
C -0.36290 -3.23883 -3.34474
Br 0.96628 -3.33921 -1.99975
H 0.00937 -2.75947 -4.24177
H -0.78041 -4.22368 -3.53082
F -1.64770 5.24167 -1.88087
C -1.75185 4.40430 -0.87881
F -2.76816 4.69493 -0.10714
F -0.63103 4.33394 -0.19298
S -2.09837 2.65979 -1.48652
O -0.92611 2.02774 -2.23192
O -2.24488 1.88666 -0.26914
N -3.35016 2.78745 -2.37679
S -4.04966 1.44852 -2.87242
O -3.28561 0.23905 -2.40937
O -5.43525 1.38602 -2.64125
C -3.72227 1.45755 -4.69989
F -4.20179 0.33608 -5.20019
F -4.29035 2.50452 -5.24495
F -2.40364 1.49919 -4.87175
C 1.21368 1.01964 3.78612
C 0.22054 0.97147 2.60091
C 0.97872 1.29399 1.30778
C -0.81801 2.08507 2.81062
Si -0.55828 -0.76800 2.62697
Br -1.63333 -1.16685 0.25772
C -2.17390 -0.97202 3.60593
C -2.66537 -2.42920 3.62024
C -1.82461 -0.56569 5.05786
C -3.32877 -0.08669 3.11510
C 0.63678 -2.26503 2.57251
C 0.02159 -3.56824 2.04045
C 1.08672 -2.51488 4.03006
C 1.87000 -1.95670 1.71079
H 1.59811 2.03924 3.86254
H 2.06920 0.36082 3.64503
H 0.74753 0.78000 4.74307
H 1.47119 2.26121 1.43608
H 0.29544 1.38481 0.46481
H 1.74449 0.56546 1.05154
H -0.29452 3.04403 2.78352
H -1.31421 2.02211 3.77817
H -1.57468 2.09644 2.02926
H -1.97180 -3.09654 4.13071
H -2.85519 -2.82133 2.61917
H -3.60824 -2.46643 4.16838
H -1.03895 -1.18466 5.49375
H -2.71857 -0.70307 5.67030
H -1.53167 0.47914 5.14854
H -3.62739 -0.32067 2.09335
H -3.11065 0.97837 3.17460
H -4.19276 -0.27756 3.75442
H -0.72796 -3.98772 2.70736
H 0.82322 -4.30435 1.95593
H -0.41827 -3.46142 1.04795
H 0.25917 -2.82353 4.66864
H 1.57393 -1.65323 4.48536
H 1.81108 -3.33254 4.02765
H 1.59848 -1.73869 0.67414
H 2.51624 -2.83623 1.70638
H 2.46227 -1.12800 2.09738
O -0.15606 -0.07938 -3.58693
C 0.96601 0.09664 -2.93590
O 0.74844 0.02842 -1.66728
C 2.22523 0.31886 -3.56399
C 2.29178 0.36891 -4.96673
C 3.48964 0.58239 -5.61930
C 4.60597 0.74814 -4.81389
O 5.85686 0.97157 -5.19985
C 6.66373 1.07652 -4.01127
O 5.77938 0.90054 -2.90532
C 4.54429 0.70206 -3.40916
C 3.36766 0.48610 -2.74931
H 1.38758 0.24598 -5.54774
H 3.56199 0.62569 -6.69544
H 7.11594 2.06728 -3.97822
H 7.41378 0.28612 -4.02372
H 3.29931 0.44864 -1.67184
```

* electronic energy: -11064.26840 hartree
* 2S+1: 2
* max |F|: 1.42 eV/Å
* total charge: +2

Results of the Mulliken charge analysis, in e, for atoms 1 through 4: 3.7223 0.0600 -0.5467 -0.0136


(3)
Computed, not measured: a molecular structure, C23H34CuFN5O6PS2, with the ωB97M-V functional and the def2-TZVPD basis.

Structure (XYZ):
```
73
Properties=species:S:1:pos:R:3
Cu 1.09146 2.38728 -0.87884
C -3.01450 3.42903 -5.07706
C -2.04886 3.39248 -3.91814
O -2.80986 3.41247 -2.70642
P -2.00956 3.62975 -1.31246
S -1.12392 1.88732 -0.87970
S -0.97868 5.27289 -1.35818
O -3.26780 3.69004 -0.31011
C -3.99960 4.89943 -0.08293
C -4.99989 5.17221 -1.18717
H -2.47315 3.32685 -6.01979
H -3.56308 4.37220 -5.09134
H -3.73764 2.61451 -5.00202
H -1.37483 4.25023 -3.93219
H -1.43994 2.48422 -3.93779
H -3.29351 5.72436 0.01859
H -4.49933 4.74939 0.87357
H -4.49357 5.46359 -2.10692
H -5.67073 5.98110 -0.88613
H -5.59614 4.28254 -1.39485
F -1.26179 -3.01252 -1.89340
C -0.38946 -2.67115 -0.91360
C 0.37689 -1.54832 -1.04382
C 1.29275 -1.23432 -0.05009
C 2.08955 0.00352 -0.19559
O 2.10140 0.60270 -1.27119
C 2.78648 0.43672 0.99447
C 2.92996 -0.43656 2.00657
N 2.32773 -1.67657 2.06923
C 2.63166 -2.60460 3.12677
C 1.67815 -2.76218 4.28206
C 3.01673 -2.10736 4.47826
C 1.43535 -2.04841 1.07994
C 0.62312 -3.18384 1.19835
C -0.29678 -3.48732 0.21398
N -1.17105 -4.60183 0.39351
C -0.63039 -5.94649 0.36858
C -1.36291 -6.77014 1.45935
N -2.53128 -5.93068 1.89899
C -3.37167 -5.55725 0.70845
C -2.52599 -4.56444 -0.13356
C 3.27733 1.87623 1.15101
O 4.39227 2.04285 1.66791
O 2.43411 2.72146 0.77120
H 0.28019 -0.88836 -1.89912
H 3.52889 -0.15959 2.86174
H 3.12645 -3.50644 2.78225
H 1.51196 -3.75142 4.68858
H 0.81671 -2.10677 4.28203
H 3.78983 -2.66047 4.99180
H 3.02906 -1.04416 4.66444
H 0.66995 -3.80021 2.08778
H 0.43659 -5.92129 0.56857
H -0.78347 -6.41683 -0.61002
H -0.75039 -6.95634 2.33864
H -1.75204 -7.71231 1.08233
H -2.10139 -5.04613 2.19796
H -3.06297 -6.34921 2.65757
H -4.30189 -5.12452 1.06661
H -3.58858 -6.47701 0.17069
H -2.91764 -3.55460 -0.04465
H -2.58346 -4.86020 -1.18277
C 4.56597 5.40016 -0.13306
N 3.48305 5.12092 -1.05257
C 3.29938 3.91061 -1.63485
N 4.36196 3.03745 -1.59267
O 2.24119 3.62264 -2.20135
H 4.42778 6.40184 0.26776
H 5.52888 5.37528 -0.64582
H 4.58404 4.69393 0.70280
H 2.62804 5.64977 -0.98757
H 4.92465 3.05270 -0.75302
H 4.05826 2.10915 -1.85157
```

* electronic energy: -4500.19175 hartree
* 2S+1: 1
* max |F|: 0.83 eV/Å
* total charge: 0

Results of the Mulliken charge analysis, in e, for atoms 1 through 4: 0.3907 -1.3423 -0.2095 -0.2864


(4)
Computed, not measured: 3 unconnected molecules or ions with the total composition C23H34N3O9P in a non-equilibrium geometry, with the ωB97M-V functional and the def2-TZVPD basis.

Structure (XYZ):
```
70
Properties=species:S:1:pos:R:3
C 5.69994 0.56658 3.86786
C 5.30361 0.23277 2.27805
O 5.20655 -1.21802 2.05559
C 4.44344 -1.54218 0.83155
C 2.82039 -1.33723 0.96423
C 2.11180 -0.37846 -0.20261
C 0.49599 -0.12440 -0.10054
C -0.48750 -0.74634 1.10088
N -1.94558 -0.39354 0.99998
C -2.64447 -1.05588 2.15404
C -4.30115 -0.83680 2.22688
C -4.64922 0.18520 3.46222
C -4.93075 -2.35393 2.40361
C -6.54913 -2.43304 2.11807
C -1.98810 -1.95008 3.34405
N -0.51808 -2.25355 3.37926
C 0.24598 -1.66425 2.22705
C 1.88120 -1.99407 2.18210
P 2.70419 -3.11027 3.53656
N 1.69804 -4.31215 4.05086
O 3.15815 -2.01320 4.83649
O 4.15220 -3.92146 2.98059
H 5.07801 1.49489 4.24034
H 6.84096 0.86615 3.90640
H 5.45062 -0.32015 4.59323
H 4.30538 0.81119 2.07941
H 6.20474 0.63168 1.60633
H 4.62873 -2.70562 0.63864
H 4.92261 -0.99170 -0.08861
H 2.71918 0.12584 -1.08790
H -0.01613 0.53734 -0.95203
H -4.69504 -0.36003 1.21740
H -5.79894 0.35269 3.62706
H -4.14386 -0.13142 4.47065
H -4.20518 1.24882 3.15745
H -4.39033 -3.01962 1.57392
H -4.66572 -2.85198 3.43188
H -6.81497 -2.01359 1.04450
H -6.83490 -3.59071 2.08379
H -7.21421 -1.92902 2.94108
H -2.65835 -2.39780 4.21507
H 1.51838 -4.17227 5.07299
H 3.32894 -2.57274 5.65081
H 4.00210 -4.40996 2.11723
C 1.37506 -2.81014 -3.60687
C 0.38424 -1.74432 -4.02868
C 0.51777 -1.32018 -5.45988
O -0.01140 -0.00597 -5.43502
C 0.20623 0.47025 -4.17063
O 0.05169 1.63239 -3.83484
O 0.62072 -0.52850 -3.33657
H 1.42695 -2.87617 -2.51506
H 1.09246 -3.78827 -4.00772
H 2.38657 -2.57438 -3.95529
H -0.63756 -2.06785 -3.79568
H -0.05409 -1.95546 -6.14166
H 1.55659 -1.26578 -5.80665
C -0.72494 4.55302 -3.14897
C -1.71576 5.61884 -3.57078
C -1.58223 6.04298 -5.00199
O -2.11140 7.35719 -4.97713
C -1.89377 7.83341 -3.71274
O -2.04831 8.99555 -3.37694
O -1.47928 6.83465 -2.87868
H -0.67305 4.48699 -2.05716
H -1.00754 3.57489 -3.54982
H 0.28657 4.78877 -3.49740
H -2.73756 5.29531 -3.33778
H -2.15409 5.40770 -5.68376
H -0.54341 6.09738 -5.34875
```

* SMILES: CCOCc1ccc2nc([C@H](C)CC)cnc2c1P(=N)(O)O.C[C@@H]1COC(=O)O1.C[C@@H]1COC(=O)O1
* electronic energy: -2079.10945 hartree
* 2S+1: 1
* max |F|: 7.89 eV/Å
* total charge: 0

Results of the Mulliken charge analysis, in e, for atoms 1 through 4: -0.8362 -0.1820 -0.2787 -0.6422


(5)
Computed, not measured: C23H34N4O2 in the gas phase, with the ωB97M-V functional and the def2-TZVPD basis.

Structure (XYZ):
```
63
Properties=species:S:1:pos:R:3
C 8.14588 -1.58006 0.70920
C 7.19313 -1.22065 -0.43286
C 7.98179 -0.89574 -1.70366
C 6.36292 -0.04198 -0.03767
C 5.03765 -0.02371 0.03037
C 4.31989 1.19161 0.48877
O 4.82480 1.96235 1.28973
N 3.07523 1.40667 -0.01019
C 2.26083 2.47671 0.52470
C 0.97141 1.90441 1.11059
C 0.20127 1.10957 0.04352
N -1.07962 0.69377 0.57231
C -2.21562 0.68688 -0.31443
C -2.40503 -0.63077 -1.07932
C -2.54076 -1.79460 -0.08748
C -3.86263 -1.70238 0.67357
O -3.95594 -1.50150 1.86609
N -4.94706 -1.91227 -0.11038
C -6.29653 -1.68349 0.36944
C -6.72195 -0.26945 0.06015
C -6.22616 0.79689 0.80526
C -6.59616 2.08151 0.44719
C -7.44765 2.25473 -0.63400
C -7.88432 1.12656 -1.30995
N -7.52790 -0.10282 -0.97907
C -1.34529 -1.79002 0.86985
C -1.13755 -0.40704 1.50921
C 1.13485 0.01312 -0.50392
C 2.41148 0.66025 -1.04807
H 8.74592 -2.44740 0.44267
H 7.58581 -1.80817 1.61290
H 8.81350 -0.74786 0.91976
H 6.53726 -2.07574 -0.63122
H 7.30628 -0.65024 -2.52035
H 8.63879 -0.04592 -1.53316
H 8.58905 -1.74805 -2.00026
H 6.90547 0.86330 0.20158
H 4.46101 -0.91358 -0.17853
H 2.02624 3.18885 -0.27634
H 2.84861 2.98539 1.29052
H 1.22100 1.25401 1.94932
H 0.34092 2.71100 1.48355
H -0.01905 1.79848 -0.78247
H -3.10941 0.85945 0.29808
H -2.12701 1.51743 -1.01906
H -3.28704 -0.55086 -1.71897
H -1.54203 -0.81043 -1.72419
H -2.55613 -2.74229 -0.64146
H -4.83299 -1.99373 -1.10794
H -6.28077 -1.84812 1.44939
H -6.97563 -2.38742 -0.11415
H -5.56931 0.60986 1.64056
H -6.22971 2.93304 1.00212
H -7.76363 3.23855 -0.94411
H -8.54848 1.20364 -2.16121
H -1.52024 -2.51314 1.66759
H -0.45483 -2.09618 0.31857
H -1.98250 -0.21972 2.17857
H -0.22834 -0.41515 2.11022
H 1.40193 -0.67799 0.29684
H 0.64881 -0.54617 -1.30450
H 3.08092 -0.08987 -1.46733
H 2.14460 1.35649 -1.85599
```

* SMILES: CC(C)/C=C/C(=O)N1CCC(N2CCC(C(=O)NCc3ccccn3)CC2)CC1
* electronic energy: -1266.34868 hartree
* 2S+1: 1
* max |F|: 0.71 eV/Å
* total charge: 0

Results of the Mulliken charge analysis, in e, for atoms 1 through 4: -1.5235 0.6890 -1.4847 -0.4767


(6)
Computed, not measured: a molecular structure, C23H34N8O13Sn in a non-equilibrium geometry, with the ωB97M-V functional and the def2-TZVPD basis.

Structure (XYZ):
```
79
Properties=species:S:1:pos:R:3
Sn 7.11895 -2.05678 2.26952
C 1.11831 -0.65260 1.50513
O 0.24651 -0.00553 2.07207
O 1.62527 -1.66111 2.06104
O 1.84008 -0.08567 0.68754
C -0.78041 8.04484 7.89536
C -1.07185 6.68280 7.76600
C -0.81425 6.01530 6.61388
C -0.21230 6.62291 5.50231
C 0.08558 7.97946 5.62393
C -0.13322 8.63610 6.79695
O 0.22336 9.95913 6.83500
O -1.37038 4.82166 6.28931
H -0.97635 8.69083 8.73839
H -1.66502 6.29093 8.57901
H -0.12838 6.14357 4.53816
H 0.46643 8.41699 4.71293
H 0.65501 10.30920 7.61777
H -1.09821 4.49664 5.42799
C -4.03906 0.46534 -5.49558
C -2.83798 0.79433 -4.85609
C -1.74018 1.42206 -5.57446
C -2.03593 1.78350 -6.88970
C -3.28929 1.48969 -7.49795
C -4.24306 0.83881 -6.77868
O -5.34390 0.36424 -7.47571
O -0.52561 1.72363 -5.15312
H -4.77940 -0.07319 -4.92261
H -2.62931 0.60302 -3.81385
H -1.28361 2.18649 -7.55153
H -3.58821 1.79266 -8.49056
H -5.59016 0.66393 -8.35385
H -0.30039 1.11677 -4.44419
C 2.40832 -4.49334 -4.55619
C 2.25219 -4.45001 -5.93251
C 2.87607 -5.35810 -6.75122
C 3.85542 -6.18582 -6.18945
C 4.11372 -6.15694 -4.87377
C 3.36539 -5.36751 -4.04882
O 3.57615 -5.38620 -2.75589
O 2.78903 -5.33032 -8.06098
H 1.79293 -3.85987 -3.93457
H 1.57030 -3.71089 -6.32638
H 4.37625 -6.90691 -6.80197
H 4.80645 -6.89659 -4.50038
H 2.91416 -4.88170 -2.27752
H 3.45022 -5.74429 -8.62049
C -3.43623 -6.29384 0.50361
O -4.08002 -7.28029 0.53841
N -2.90677 -5.78304 1.58652
N -3.30954 -5.51856 -0.53435
H -2.21207 -5.05314 1.51782
H -3.16218 -6.31072 2.40897
H -3.98613 -5.65716 -1.27132
H -2.79419 -4.65390 -0.45140
C -6.02492 3.66210 1.83589
O -7.08257 4.21240 2.09482
N -5.11676 4.18358 1.01269
N -5.74336 2.37945 2.02367
H -4.35561 3.52523 0.92700
H -5.15293 5.14308 0.69942
H -4.84166 1.97861 1.80837
H -6.44454 1.88815 2.55946
C 4.75230 -7.92628 5.16550
O 5.75319 -7.68183 4.47393
N 3.51596 -7.94064 4.62860
N 4.80930 -8.34662 6.38364
H 3.47829 -7.67007 3.65624
H 2.72660 -8.15773 5.22011
H 3.86638 -8.33025 6.74520
H 5.72390 -8.43300 6.80336
C 3.91351 6.07349 0.23230
O 4.49025 7.16123 0.53071
N 3.03159 5.97303 -0.70635
N 4.00728 4.96196 0.90713
H 2.73511 6.72399 -1.31319
H 2.62943 5.05763 -0.84917
H 4.55222 4.89806 1.75510
H 3.61422 4.12375 0.50340
```

* electronic energy: -2526.99106 hartree
* 2S+1: 1
* max |F|: 6.35 eV/Å
* total charge: 0

Results of the Mulliken charge analysis, in e, for atoms 1 through 4: 0.3732 0.8245 -0.4126 -0.3927


Q: The highest total charge belongs to which entry?
A: C23H34Br3F6IrNO8S2Si


Q: Among the records above, which one has the highest max |F|?
A: C23H34N3O9P


Q: max |F| of number 4 (C23H34N3O9P)?
A: 7.89 eV/Å